# 1
DFT (the ωB97M-V functional and the def2-TZVPD basis) results for a cluster of 4 separate species, C27H63F3N3O16P3Si in total.

## Properties
Max |F|, hartree/bohr: 0.15723
HOMO energy, eV: -8.46

Geometry (Å):
C -4.727 5.279 2.725
C -4.141 5.330 1.259
O -5.133 5.830 0.380
C -3.663 3.885 0.933
N -2.966 3.714 -0.331
C -3.814 3.760 -1.524
C -4.955 2.701 -1.563
O -6.196 3.337 -1.978
Si -7.509 3.007 -1.007
N -7.186 3.517 0.643
C -8.907 4.139 -1.619
C -8.560 5.611 -1.251
F -9.223 6.507 -2.088
N -8.131 1.332 -1.151
C -9.431 1.156 -0.587
O -9.600 1.049 0.552
F -10.464 1.076 -1.421
C -7.224 0.363 -0.660
O -6.682 0.368 0.363
F -6.998 -0.669 -1.494
H -3.990 5.571 3.489
H -5.625 5.913 2.839
H -5.077 4.236 2.872
H -3.257 6.001 1.271
H -5.999 5.838 0.802
H -4.520 3.209 1.077
H -2.934 3.622 1.732
H -2.150 4.308 -0.407
H -3.147 3.543 -2.386
H -4.237 4.764 -1.749
H -5.045 2.087 -0.648
H -4.708 1.992 -2.382
H -6.877 2.753 1.245
H -8.093 3.801 1.020
H -9.808 3.877 -1.020
H -9.141 3.991 -2.685
H -8.954 5.810 -0.232
H -7.473 5.797 -1.205
C 2.192 -1.514 4.015
C 0.683 -1.489 4.179
O 0.048 -0.818 3.091
P -0.166 -1.630 1.682
O -1.289 -2.561 2.042
O -1.047 -0.501 0.859
C -2.270 -0.854 0.216
C -3.456 -0.446 1.065
O 1.218 -0.950 1.049
C 1.548 -1.242 -0.327
C 1.069 -0.137 -1.250
H 2.482 -2.140 3.169
H 2.673 -1.909 4.912
H 2.576 -0.512 3.819
H 0.286 -2.504 4.277
H 0.421 -0.940 5.084
H -2.298 -1.918 -0.021
H -2.306 -0.314 -0.735
H -3.394 -0.864 2.070
H -4.391 -0.773 0.608
H -3.481 0.642 1.177
H 1.139 -2.211 -0.624
H 2.636 -1.312 -0.378
H 0.013 -0.260 -1.492
H 1.617 -0.157 -2.194
H 1.184 0.843 -0.788
C 2.135 -2.404 -7.937
C 2.817 -1.959 -6.656
O 3.435 -0.682 -6.807
P 2.499 0.663 -6.718
O 2.223 0.735 -5.242
O 3.701 1.793 -6.791
C 3.772 2.848 -5.832
C 4.804 2.532 -4.768
O 2.386 0.728 -8.379
C 1.699 1.855 -8.967
C 2.682 2.929 -9.396
H 1.276 -1.767 -8.163
H 1.783 -3.433 -7.851
H 2.819 -2.331 -8.783
H 2.106 -1.937 -5.824
H 3.609 -2.664 -6.398
H 2.794 3.047 -5.392
H 4.071 3.754 -6.367
H 4.609 1.569 -4.296
H 4.814 3.305 -3.998
H 5.798 2.469 -5.215
H 0.952 2.255 -8.277
H 1.172 1.475 -9.843
H 2.966 3.560 -8.554
H 2.236 3.581 -10.148
H 3.597 2.491 -9.795
C 6.088 -7.178 3.097
C 4.887 -6.519 3.753
O 5.139 -6.218 5.124
P 6.013 -4.879 5.491
O 5.016 -3.789 5.216
O 5.855 -4.936 7.135
C 5.431 -3.787 7.868
C 3.959 -3.888 8.212
O 7.402 -5.790 5.630
C 8.607 -5.124 6.068
C 8.820 -5.309 7.559
H 6.924 -6.479 3.021
H 5.839 -7.523 2.092
H 6.432 -8.027 3.689
H 4.601 -5.610 3.215
H 4.037 -7.201 3.730
H 5.650 -2.869 7.322
H 6.017 -3.757 8.792
H 3.350 -4.047 7.322
H 3.616 -2.982 8.715
H 3.784 -4.742 8.870
H 8.582 -4.065 5.800
H 9.433 -5.585 5.524
H 8.233 -4.591 8.131
H 9.867 -5.147 7.821
H 8.518 -6.306 7.881

These are the Mulliken partial charges, in e, on atoms 1 to 99:
1 C -1.39
2 C 0.41
3 O -0.51
4 C -0.63
5 N -0.25
6 C -0.86
7 C 0.57
8 O -0.58
9 Si 0.21
10 N -0.11
11 C -0.66
12 C -0.12
13 F -0.34
14 N 0.26
15 C 0.42
16 O -0.38
17 F -0.25
18 C 0.35
19 O -0.34
20 F -0.27
21 H 0.36
22 H 0.41
23 H 0.32
24 H 0.34
25 H 0.25
26 H -0.20
27 H 0.46
28 H 0.29
29 H 0.39
30 H 0.26
31 H -0.33
32 H 0.34
33 H 0.26
34 H 0.30
35 H 0.31
36 H 0.43
37 H 0.23
38 H 0.09
39 C -0.81
40 C -0.42
41 O -0.31
42 P 1.10
43 O -0.74
44 O -0.32
45 C -0.40
46 C -0.70
47 O -0.28
48 C -0.45
49 C -0.69
50 H 0.21
51 H 0.32
52 H 0.27
53 H 0.29
54 H 0.32
55 H 0.40
56 H 0.28
57 H 0.39
58 H 0.28
59 H -0.05
60 H 0.32
61 H 0.35
62 H 0.07
63 H 0.31
64 H 0.29
65 C -1.00
66 C -0.28
67 O -0.35
68 P 1.07
69 O -0.62
70 O -0.38
71 C -0.31
72 C -1.18
73 O -0.31
74 C -0.34
75 C -0.90
76 H 0.24
77 H 0.41
78 H 0.24
79 H 0.25
80 H 0.33
81 H 0.36
82 H 0.35
83 H 0.28
84 H 0.37
85 H 0.31
86 H 0.31
87 H 0.33
88 H 0.13
89 H 0.39
90 H 0.28
91 C -1.00
92 C -0.27
93 O -0.35
94 P 1.05
95 O -0.61
96 O -0.38
97 C -0.31
98 C -1.17
99 O -0.30

=====

# 2
DFT (the ωB97M-V functional and the def2-TZVPD basis) results for a cluster of 11 separate species, C27H63N9O8 in total.

## Properties
<S²>: 0.75
Multiplicity: 2
Max |F|, hartree/bohr: 0.08227
Charge: -1
HOMO energy (alpha / beta), eV: 0.03 / -5.08

Geometry (Å):
N -1.020 -0.563 -2.925
H -0.620 -0.640 -2.001
H -1.997 -0.820 -2.910
H -0.733 -1.408 -3.397
H -0.831 0.290 -3.430
C -0.980 1.468 0.647
C -0.619 -0.017 0.759
O 0.008 -0.494 -0.392
H -1.443 1.798 1.577
H -1.760 1.682 -0.083
H -0.071 2.059 0.534
H -1.535 -0.572 0.959
H 0.056 -0.165 1.602
C 3.946 5.293 2.316
O 3.659 6.443 1.918
N 3.311 4.099 2.063
C 1.984 4.119 1.392
C 3.769 2.887 2.665
H 4.761 5.171 3.046
H 1.739 3.084 1.154
H 1.980 4.694 0.466
H 1.090 4.448 1.922
H 3.201 2.741 3.584
H 3.754 1.978 2.064
H 4.817 2.955 2.955
C 2.168 -0.177 3.947
O 1.715 -0.013 5.092
N 3.421 -0.622 3.619
C 3.745 -0.734 2.178
C 4.386 -0.944 4.669
H 1.543 -0.084 3.045
H 2.954 -0.308 1.562
H 3.702 -1.797 1.938
H 4.653 -0.198 1.905
H 4.018 -1.816 5.209
H 5.337 -1.239 4.227
H 4.735 -0.174 5.358
C 2.801 -4.014 -3.152
O 3.629 -4.713 -3.714
N 2.854 -3.557 -1.926
C 1.809 -2.715 -1.358
C 3.907 -3.952 -1.001
H 1.858 -3.731 -3.645
H 2.398 -1.827 -1.125
H 1.319 -3.003 -0.428
H 1.005 -2.405 -2.027
H 3.554 -4.131 0.015
H 4.662 -4.674 -1.313
H 4.505 -3.051 -0.869
C 0.851 -3.351 2.849
O 1.681 -3.773 3.606
N -0.415 -3.808 2.952
C -1.555 -3.349 2.151
C -0.779 -4.847 3.933
H 0.953 -2.626 2.026
H -1.310 -2.656 1.346
H -2.293 -2.966 2.855
H -2.040 -4.176 1.633
H 0.021 -5.344 4.482
H -1.339 -4.307 4.696
H -1.304 -5.636 3.394
C 3.332 3.493 -1.997
O 4.091 4.349 -2.406
N 2.086 3.266 -2.510
C 1.266 2.302 -1.831
C 1.608 3.939 -3.671
H 3.568 2.872 -1.119
H 0.340 2.798 -1.542
H 1.695 1.894 -0.916
H 1.044 1.405 -2.409
H 1.811 3.289 -4.522
H 0.530 4.093 -3.610
H 1.981 4.957 -3.786
C -4.831 -0.475 -3.425
O -3.829 -1.072 -3.079
N -5.096 0.735 -2.998
C -6.404 1.241 -3.294
C -4.249 1.503 -2.041
H -5.655 -0.929 -3.996
H -7.082 0.756 -3.996
H -6.413 2.220 -3.772
H -7.023 1.390 -2.410
H -4.850 1.882 -1.214
H -3.381 0.965 -1.659
H -4.008 2.462 -2.501
C -1.718 -3.822 -1.030
C -1.553 -4.186 -2.532
O -1.591 -3.286 -3.373
C -1.358 -5.597 -2.913
H -2.712 -4.159 -0.734
H -1.920 -2.762 -0.873
H -0.844 -4.168 -0.480
H -2.327 -6.084 -2.811
H -0.563 -6.107 -2.369
H -0.979 -5.633 -3.935
C -4.341 1.910 3.402
C -4.976 2.588 2.316
N -5.499 3.156 1.480
H -4.241 0.845 3.195
H -4.970 2.140 4.262
H -3.350 2.347 3.531
C -2.370 4.769 -0.679
C -1.970 5.281 -1.976
N -1.675 5.700 -3.035
H -1.615 5.200 -0.021
H -2.157 3.709 -0.817
H -3.422 5.008 -0.523

These are the Mulliken partial charges, in e, on atoms 1 to 99:
1 N -0.23
2 H -0.02
3 H 0.18
4 H 0.46
5 H 0.48
6 C 0.66
7 C 0.56
8 O -0.24
9 H 0.40
10 H -0.69
11 H -0.61
12 H 0.18
13 H -0.83
14 C 0.02
15 O -0.59
16 N 0.33
17 C -0.64
18 C -0.92
19 H 0.30
20 H -0.19
21 H 0.33
22 H 0.44
23 H 0.43
24 H 0.07
25 H 0.40
26 C 0.12
27 O -0.69
28 N 0.48
29 C -1.26
30 C -1.12
31 H 0.17
32 H 0.07
33 H 0.70
34 H 0.43
35 H 0.32
36 H 0.40
37 H 0.31
38 C 0.14
39 O -0.62
40 N 0.28
41 C -0.02
42 C -1.04
43 H 0.28
44 H 0.38
45 H -0.02
46 H -0.43
47 H 0.28
48 H 0.34
49 H 0.36
50 C 0.63
51 O -0.68
52 N 0.08
53 C -0.36
54 C -1.11
55 H 0.02
56 H -0.42
57 H 0.41
58 H 0.39
59 H 0.32
60 H 0.36
61 H 0.32
62 C 0.12
63 O -0.64
64 N 0.48
65 C -0.14
66 C -1.05
67 H 0.36
68 H -0.09
69 H -0.46
70 H 0.30
71 H 0.37
72 H 0.31
73 H 0.30
74 C 0.07
75 O -0.66
76 N 0.21
77 C -1.07
78 C -0.70
79 H 0.29
80 H 0.33
81 H 0.36
82 H 0.37
83 H 0.24
84 H -0.04
85 H 0.39
86 C -0.77
87 C 0.28
88 O -0.74
89 C -1.50
90 H 0.56
91 H 0.19
92 H 0.17
93 H 0.33
94 H 0.30
95 H 0.35
96 C -0.73
97 C 0.43
98 N -0.47
99 H 0.23

=====

# 3
DFT (the ωB97M-V functional and the def2-TZVPD basis) results for a cluster of 9 separate species, C27H63N9O9 in total.

## Properties
Max |F|, hartree/bohr: 0.11335
Energy relative to the best compared isomer or geometry (same formula, charge and spin), kcal/mol: 255.9
HOMO energy, eV: -9.10

Geometry (Å):
C -2.620 -3.755 -1.253
N -1.617 -4.838 -1.191
C -1.220 -5.218 -2.514
C -1.126 -5.266 -0.019
O -0.198 -6.094 0.182
H -2.509 -2.896 -1.914
H -3.155 -3.560 -0.324
H -3.458 -4.340 -1.632
H -1.917 -5.715 -3.189
H -0.940 -4.256 -2.944
H -0.250 -5.715 -2.488
H -1.633 -4.742 0.806
C -5.818 -2.570 -5.737
N -6.223 -1.207 -5.793
C -5.042 -0.232 -5.794
C -7.412 -0.877 -5.236
O -7.651 0.260 -4.879
H -6.531 -3.388 -5.842
H -5.312 -2.805 -4.800
H -5.131 -2.860 -6.532
H -5.431 0.785 -5.857
H -4.574 -0.387 -4.823
H -4.538 -0.593 -6.690
H -8.101 -1.735 -5.199
C 7.244 -4.406 -2.723
N 7.809 -3.205 -2.133
C 7.513 -1.962 -2.806
C 8.735 -3.198 -1.109
O 9.385 -2.156 -0.848
H 7.846 -4.945 -3.455
H 6.319 -4.103 -3.213
H 6.998 -5.110 -1.928
H 7.526 -2.054 -3.892
H 6.569 -1.528 -2.479
H 8.259 -1.199 -2.585
H 8.799 -4.088 -0.464
C -8.977 3.639 -0.360
N -7.860 3.013 0.239
C -7.088 3.798 1.181
C -7.684 1.711 0.060
O -6.811 1.038 0.617
H -8.694 4.573 -0.845
H -9.692 3.893 0.422
H -9.536 3.042 -1.080
H -7.151 4.857 0.934
H -7.528 3.701 2.173
H -6.186 3.208 1.347
H -8.490 1.088 -0.359
C 0.020 0.686 0.836
N 0.190 0.813 -0.614
C 1.400 0.204 -1.153
C -0.822 1.419 -1.206
O -0.808 1.587 -2.477
H 0.606 -0.147 1.223
H -0.938 0.522 1.330
H 0.567 1.412 1.437
H 2.362 0.517 -0.746
H 1.126 -0.851 -1.143
H 1.510 0.515 -2.192
H -1.535 1.846 -0.483
C 1.724 -1.973 9.155
N 1.326 -1.761 7.786
C 1.632 -0.334 7.356
C 0.916 -2.629 6.793
O 0.573 -2.257 5.647
H 1.020 -1.565 9.881
H 2.666 -1.498 9.428
H 1.700 -3.045 9.349
H 2.648 -0.296 6.963
H 0.988 -0.004 6.541
H 1.552 0.407 8.151
H 0.849 -3.677 7.123
C -2.001 6.873 -9.196
N -1.978 5.556 -8.564
C -1.227 4.544 -9.389
C -2.316 5.255 -7.308
O -2.571 6.175 -6.438
H -2.310 6.972 -10.237
H -0.979 7.249 -9.160
H -2.495 7.580 -8.530
H -0.196 4.777 -9.121
H -1.505 3.508 -9.199
H -1.290 4.649 -10.473
H -2.115 4.200 -7.064
C 4.561 -3.742 2.434
N 5.207 -4.922 3.069
C 6.241 -4.597 4.149
C 5.113 -6.229 2.671
O 5.660 -7.172 3.296
H 3.667 -4.006 1.869
H 5.338 -3.211 1.884
H 4.338 -3.020 3.219
H 7.188 -4.251 3.734
H 5.821 -3.824 4.792
H 6.533 -5.457 4.751
H 4.472 -6.367 1.787
C 1.533 6.578 7.686
N 2.754 6.029 7.214
C 2.722 5.733 5.793
C 3.709 5.688 8.049
O 4.682 5.062 7.746
H 0.862 5.720 7.640
H 1.268 7.439 7.073
H 1.662 6.870 8.728
H 3.597 5.288 5.320
H 2.000 4.968 5.505
H 2.360 6.555 5.176
H 3.528 6.035 9.078

These are the Mulliken partial charges, in e, on atoms 1 to 99:
1 C -1.11
2 N 0.10
3 C -0.95
4 C 0.22
5 O -0.64
6 H 0.34
7 H 0.37
8 H 0.44
9 H 0.27
10 H 0.36
11 H 0.34
12 H 0.27
13 C -0.93
14 N -0.01
15 C -0.86
16 C 0.17
17 O -0.59
18 H 0.35
19 H 0.37
20 H 0.29
21 H 0.28
22 H 0.31
23 H 0.32
24 H 0.30
25 C -0.92
26 N 0.13
27 C -1.02
28 C 0.12
29 O -0.61
30 H 0.29
31 H 0.35
32 H 0.31
33 H 0.37
34 H 0.30
35 H 0.35
36 H 0.33
37 C -0.95
38 N 0.10
39 C -0.92
40 C 0.17
41 O -0.63
42 H 0.29
43 H 0.36
44 H 0.31
45 H 0.29
46 H 0.33
47 H 0.33
48 H 0.30
49 C -1.15
50 N 0.15
51 C -0.95
52 C 0.15
53 O -0.67
54 H 0.39
55 H 0.39
56 H 0.34
57 H 0.32
58 H 0.35
59 H 0.33
60 H 0.34
61 C -0.85
62 N 0.12
63 C -1.00
64 C 0.13
65 O -0.62
66 H 0.30
67 H 0.32
68 H 0.30
69 H 0.33
70 H 0.30
71 H 0.36
72 H 0.32
73 C -0.91
74 N 0.04
75 C -0.91
76 C 0.23
77 O -0.65
78 H 0.28
79 H 0.35
80 H 0.34
81 H 0.37
82 H 0.30
83 H 0.28
84 H 0.27
85 C -0.86
86 N 0.10
87 C -0.90
88 C 0.15
89 O -0.62
90 H 0.32
91 H 0.34
92 H 0.25
93 H 0.32
94 H 0.29
95 H 0.29
96 H 0.31
97 C -0.92
98 N 0.06
99 C -0.92

=====

# 4
DFT (the ωB97M-V functional and the def2-TZVPD basis) results for a cluster of 7 separate species, C27H64F12N5O3P2 in total.

## Properties
Max |F|, hartree/bohr: 0.12729
Charge: +3
HOMO energy, eV: -16.63

Geometry (Å):
C 10.829 12.118 5.892
C 12.362 11.911 5.975
O 13.166 12.464 5.185
N 12.800 10.985 7.119
H 12.832 11.586 7.930
H 12.014 10.384 7.325
C 14.094 10.176 6.920
H 10.444 12.657 6.757
H 10.451 11.095 5.911
H 10.489 12.597 4.974
H 14.822 10.978 6.798
H 13.892 9.538 6.060
H 14.358 9.598 7.806
C 16.805 11.234 11.825
C 16.840 10.873 10.384
O 16.075 10.091 9.863
N 17.999 11.498 9.498
H 18.269 12.397 9.872
H 18.818 10.911 9.565
C 17.613 11.735 8.010
H 16.031 11.987 11.971
H 17.834 11.569 11.957
H 16.616 10.406 12.508
H 17.107 10.815 7.719
H 18.498 11.850 7.384
H 16.876 12.537 7.966
C 15.518 14.876 13.087
C 14.270 15.431 13.728
O 14.272 16.413 14.505
N 12.943 14.935 13.374
H 13.028 14.068 12.863
H 12.378 14.689 14.174
C 12.130 16.000 12.564
H 16.283 15.649 13.157
H 15.265 14.785 12.030
H 15.784 13.955 13.605
H 12.759 16.442 11.792
H 11.754 16.734 13.277
H 11.316 15.499 12.039
C 7.034 8.742 12.313
C 8.419 8.158 12.088
C 9.458 8.910 12.952
C 10.871 8.659 12.355
N 12.067 9.243 13.102
C 12.381 8.498 14.424
C 13.088 7.157 13.982
C 13.734 7.435 12.621
C 13.404 8.941 12.403
C 11.855 10.779 13.395
H 6.575 8.684 13.300
H 6.273 8.179 11.774
H 7.150 9.778 11.995
H 8.737 8.200 11.047
H 8.469 7.109 12.378
H 9.429 8.528 13.972
H 9.220 9.973 12.902
H 10.916 9.030 11.332
H 11.059 7.585 12.358
H 13.054 9.225 14.878
H 11.435 8.286 14.921
H 13.838 6.996 14.757
H 12.365 6.349 14.102
H 14.797 7.291 12.816
H 13.455 6.726 11.842
H 14.180 9.630 12.735
H 13.250 9.106 11.337
H 11.270 10.949 14.299
H 11.478 11.261 12.493
H 12.890 11.064 13.579
C 8.921 18.271 8.267
C 9.838 17.040 8.297
C 11.293 17.329 7.929
C 12.183 16.126 7.464
N 13.630 16.639 7.337
C 14.628 15.416 7.265
C 15.993 16.061 7.575
C 15.701 17.033 8.723
C 14.168 17.238 8.690
C 13.670 17.591 6.083
H 7.857 18.041 8.211
H 9.063 19.047 7.515
H 9.100 18.776 9.216
H 9.483 16.238 7.649
H 9.840 16.640 9.311
H 11.672 17.874 8.794
H 11.247 18.210 7.289
H 11.969 15.639 6.513
H 12.176 15.476 8.340
H 14.642 14.916 6.297
H 14.432 14.775 8.125
H 16.250 16.679 6.715
H 16.782 15.376 7.887
H 16.172 17.999 8.542
H 16.176 16.824 9.681
H 13.904 18.296 8.698
H 13.705 16.732 9.537
H 14.709 17.904 5.978
H 13.007 18.441 6.242
H 13.404 16.965 5.231
P 12.650 12.769 10.198
F 13.869 12.361 9.175
F 12.154 11.195 10.144
F 13.563 12.607 11.507
F 11.293 13.122 10.987
F 13.052 14.340 10.215
F 11.822 13.055 8.843
P 11.307 7.638 7.795
F 12.010 8.857 8.596
F 9.973 7.854 8.711
F 10.756 8.819 6.808
F 10.498 6.462 6.965
F 12.730 7.448 6.956
F 11.857 6.556 8.911

These are the Mulliken partial charges, in e, on atoms 1 to 99:
1 C -1.07
2 C 0.84
3 O -0.54
4 N 1.28
5 H -0.71
6 H 0.34
7 C -1.00
8 H 0.22
9 H 0.37
10 H 0.39
11 H 0.42
12 H 0.50
13 H 0.16
14 C -0.70
15 C 0.62
16 O -0.38
17 N -0.17
18 H 0.39
19 H 0.37
20 C -0.73
21 H -0.09
22 H 0.45
23 H 0.29
24 H 0.40
25 H 0.41
26 H 0.15
27 C -0.42
28 C 0.41
29 O -0.48
30 N 0.38
31 H -0.26
32 H 0.44
33 C -0.65
34 H 0.41
35 H -0.05
36 H 0.25
37 H 0.11
38 H 0.42
39 H 0.39
40 C -1.35
41 C -0.23
42 C -0.42
43 C -0.75
44 N 0.42
45 C -0.55
46 C -0.74
47 C -0.82
48 C 0.22
49 C -1.45
50 H 0.32
51 H 0.39
52 H 0.34
53 H 0.19
54 H 0.41
55 H 0.22
56 H 0.40
57 H 0.08
58 H 0.42
59 H 0.50
60 H 0.39
61 H 0.40
62 H 0.35
63 H 0.35
64 H 0.45
65 H 0.15
66 H -0.12
67 H 0.28
68 H 0.39
69 H 0.67
70 C -1.36
71 C -0.44
72 C -0.50
73 C 0.17
74 N 0.21
75 C 0.32
76 C -0.62
77 C -0.65
78 C -0.27
79 C -0.80
80 H 0.37
81 H 0.35
82 H 0.34
83 H 0.43
84 H 0.16
85 H 0.29
86 H 0.30
87 H 0.63
88 H -0.56
89 H 0.41
90 H -0.60
91 H 0.39
92 H 0.23
93 H 0.36
94 H 0.36
95 H 0.57
96 H -0.17
97 H 0.40
98 H 0.28
99 H 0.34

=====

Q: The lowest max |F| belongs to which entry?
A: C27H63N9O8

=====

Q: Among the records above, which one has the lowest max |F|?
A: C27H63N9O8

=====

Q: Which value of max |F| does entry 1 give?
A: 0.15723 hartree/bohr

=====

Q: The lowest max |F| belongs to which entry?
A: C27H63N9O8